Record 1
66
Properties=species:S:1:pos:R:3 method="wB97M-V/def2-TZVPD" charge=0 molar_mass_g_mol=710.5 orbital_gap_ev=7.86 e_homo_ev=-8.811 lumo_ev=-0.95 max_force_ev_per_a=2.2
W 0.690 -0.181 -0.467
C -4.028 -0.101 5.217
C -3.404 -0.081 3.823
C -3.838 -1.351 3.076
C -3.923 1.152 3.070
C -1.875 -0.024 3.875
C -1.160 0.066 5.082
C 0.219 0.122 5.114
C 0.899 0.093 3.904
S 2.610 0.141 3.616
C 2.330 0.047 1.941
N 1.079 -0.003 1.599
C 0.210 0.015 2.698
C -1.176 -0.049 2.681
C 3.347 0.077 0.890
C 4.701 0.116 1.182
C 5.617 0.174 0.145
C 5.151 0.192 -1.161
C 3.788 0.135 -1.435
C 2.845 0.074 -0.420
H -5.114 -0.158 5.124
H -3.792 0.805 5.781
H -3.698 -0.966 5.797
H -4.929 -1.405 3.040
H -3.467 -2.245 3.580
H -3.468 -1.367 2.050
H -5.013 1.114 2.997
H -3.516 1.208 2.059
H -3.647 2.071 3.593
H -1.691 0.084 6.023
H 0.749 0.183 6.055
H -1.690 -0.124 1.736
H 5.041 0.100 2.212
H 6.678 0.203 0.352
H 5.857 0.242 -1.980
H 3.474 0.130 -2.461
C 1.583 -0.332 -5.792
C 1.934 -0.276 -4.305
P 0.590 0.256 -3.168
C -0.769 -0.835 -3.799
C -1.965 -1.209 -2.927
C 0.170 1.921 -3.858
C -0.191 3.078 -2.927
H 2.468 -0.607 -6.368
H 1.236 0.632 -6.167
H 0.812 -1.072 -6.006
H 2.767 0.413 -4.166
H 2.265 -1.255 -3.948
H -0.259 -1.747 -4.119
H -1.133 -0.337 -4.700
H -1.676 -1.724 -2.014
H -2.604 -1.887 -3.496
H -2.557 -0.339 -2.649
H -0.645 1.753 -4.563
H 1.043 2.208 -4.451
H -1.058 2.850 -2.312
H -0.423 3.956 -3.533
H 0.630 3.332 -2.260
O 0.987 -1.933 -1.498
S 0.550 -2.752 -0.243
O 0.050 -4.042 -0.554
O -0.518 -1.727 0.225
O 1.654 -2.610 0.690
O -1.005 0.676 -1.100
N -0.523 1.345 0.025
O 0.736 1.777 -0.404

=====

Record 2
60
Properties=species:S:1:pos:R:3 method="wB97M-V/def2-TZVPD" charge=0 molar_mass_g_mol=413.6 orbital_gap_ev=8.13 e_homo_ev=-8.177 lumo_ev=-0.05 max_force_ev_per_a=0.9
C 0.331 0.729 -2.619
C 1.235 -0.291 -1.936
H 1.198 -1.225 -2.499
C 2.675 0.221 -1.834
N 3.397 -0.307 -0.680
C 4.675 0.381 -0.503
H 5.262 -0.192 0.216
C 4.559 1.812 0.029
H 4.024 2.450 -0.677
H 5.568 2.213 0.133
C 3.857 1.879 1.386
N 2.487 1.436 1.286
C 1.454 2.308 1.326
O 1.561 3.491 1.598
C 0.145 1.684 1.045
C -0.234 0.376 1.118
C -1.585 0.185 0.755
C -2.221 1.366 0.421
C -3.591 1.385 0.036
C -4.261 2.568 -0.288
C -5.589 2.549 -0.639
C -6.266 1.334 -0.667
C -5.624 0.156 -0.352
C -4.269 0.143 0.004
N -3.604 -1.029 0.308
C -2.271 -1.091 0.697
O -1.734 -2.157 0.949
C -4.298 -2.307 0.270
C -5.101 -2.553 1.544
H -5.841 -1.772 1.703
H -5.609 -3.512 1.479
H -4.430 -2.574 2.399
H -4.929 -2.355 -0.619
H -3.521 -3.071 0.185
H -6.193 -0.757 -0.385
H -7.311 1.308 -0.937
H -6.104 3.464 -0.887
H -3.706 3.493 -0.252
S -1.160 2.722 0.554
H 0.395 -0.431 1.447
H 2.394 0.555 0.784
H 3.845 2.906 1.759
H 4.380 1.242 2.107
H 5.239 0.399 -1.453
C 3.591 -1.751 -0.783
H 2.665 -2.181 -1.165
C 3.900 -2.440 0.548
C 2.789 -2.271 1.577
H 2.728 -1.238 1.910
H 1.829 -2.565 1.156
H 2.985 -2.895 2.446
H 4.035 -3.502 0.334
H 4.839 -2.074 0.966
H 4.393 -1.985 -1.506
H 2.638 1.306 -1.721
H 3.217 0.005 -2.772
H 0.855 -0.489 -0.933
H -0.685 0.345 -2.691
H 0.304 1.658 -2.054
H 0.688 0.948 -3.623

=====

Record 3
61
Properties=species:S:1:pos:R:3 method="wB97M-V/def2-TZVPD" charge=0 molar_mass_g_mol=429.6 orbital_gap_ev=8.40 e_homo_ev=-8.071 lumo_ev=0.33 max_force_ev_per_a=0.6
C 0.186 -0.511 4.009
C 0.933 0.467 3.111
C 2.020 1.227 3.869
C 2.856 2.136 2.967
H 3.175 1.560 2.095
C 2.113 3.396 2.525
C 2.961 4.324 1.653
H 2.363 5.204 1.405
C 3.502 3.724 0.352
H 4.149 2.873 0.565
C 2.429 3.291 -0.653
N 1.866 1.994 -0.358
C 2.094 0.907 -1.117
O 2.814 0.895 -2.097
C 1.413 -0.341 -0.641
C 2.118 -1.534 -0.731
C 1.534 -2.725 -0.324
C 0.230 -2.679 0.131
N -0.470 -1.559 0.188
C 0.092 -0.415 -0.172
S -0.928 1.019 -0.052
C -2.457 0.349 0.685
C -3.467 -0.081 -0.374
O -4.529 0.486 -0.504
N -3.024 -1.129 -1.102
C -3.620 -1.736 -2.210
C -4.929 -1.503 -2.599
C -5.450 -2.146 -3.710
C -4.668 -3.025 -4.432
C -3.354 -3.266 -4.057
C -2.818 -2.627 -2.952
O -1.530 -2.783 -2.500
C -0.654 -3.584 -3.253
H -0.977 -4.630 -3.267
H -0.558 -3.217 -4.280
H 0.313 -3.510 -2.756
H -2.758 -3.952 -4.637
H -5.069 -3.531 -5.297
H -6.470 -1.957 -4.006
H -5.528 -0.811 -2.031
H -2.112 -1.511 -0.857
H -2.163 -0.486 1.319
H -2.879 1.161 1.275
H -0.299 -3.567 0.452
H 2.074 -3.657 -0.369
H 3.124 -1.505 -1.123
H 1.301 1.909 0.470
H 2.873 3.206 -1.647
H 1.623 4.031 -0.685
H 4.118 4.487 -0.130
H 3.816 4.666 2.242
H 1.193 3.137 2.000
H 1.819 3.953 3.419
H 3.756 2.440 3.507
H 1.561 1.820 4.663
H 2.682 0.499 4.344
H 0.217 1.171 2.683
H 1.396 -0.087 2.288
H -0.319 0.019 4.814
H 0.876 -1.227 4.451
H -0.558 -1.062 3.439

=====

Record 4
65
Properties=species:S:1:pos:R:3 method="wB97M-V/def2-TZVPD" charge=0 molar_mass_g_mol=489.6 orbital_gap_ev=8.04 e_homo_ev=-7.992 lumo_ev=0.05 max_force_ev_per_a=0.3
C -4.240 -0.514 -0.926
C -3.473 0.775 -0.739
O -2.307 0.528 0.074
S -1.081 1.462 -0.326
O -0.821 2.393 0.715
O -0.038 0.642 -0.831
O -1.818 2.210 -1.512
C -2.881 1.357 -2.017
O -3.771 2.141 -2.714
H -3.843 -1.095 -1.761
H -5.294 -0.309 -1.102
H -4.150 -1.112 -0.020
H -4.085 1.549 -0.268
H -2.428 0.579 -2.638
H -3.706 1.942 -3.658
N -1.943 4.702 -3.663
C -0.637 4.815 -3.276
C -0.034 5.729 -4.098
C -1.018 6.185 -5.019
C -2.186 5.536 -4.721
H -2.621 4.114 -3.211
H -0.266 4.252 -2.438
H 0.996 6.040 -4.045
H -0.883 6.909 -5.804
H -3.164 5.600 -5.168
N 1.102 0.194 2.352
C 2.336 -0.193 1.915
C 2.725 -1.277 2.658
C 1.676 -1.551 3.578
C 0.688 -0.626 3.363
H 0.575 0.966 1.982
H 2.831 0.331 1.116
H 3.663 -1.801 2.565
H 1.654 -2.329 4.324
H -0.266 -0.485 3.841
N 3.080 -4.661 3.339
C 4.321 -5.028 2.897
C 4.725 -6.111 3.633
C 3.684 -6.408 4.553
C 2.684 -5.495 4.345
H 2.545 -3.889 2.977
H 4.809 -4.489 2.103
H 5.663 -6.631 3.524
H 3.672 -7.199 5.285
H 1.729 -5.370 4.828
N 6.972 0.173 4.473
C 5.893 -0.661 4.578
C 6.276 -1.901 4.141
C 7.642 -1.809 3.755
C 8.042 -0.517 3.971
H 6.976 1.143 4.724
H 4.947 -0.308 4.953
H 5.653 -2.780 4.109
H 8.260 -2.601 3.366
H 8.991 -0.034 3.813
N -6.533 1.071 -3.841
C -6.594 1.605 -5.101
C -6.920 0.597 -5.969
C -7.065 -0.591 -5.202
C -6.822 -0.266 -3.894
H -6.310 1.587 -3.010
H -6.411 2.653 -5.271
H -7.046 0.700 -7.033
H -7.323 -1.570 -5.569
H -6.835 -0.872 -3.005

=====

Record 5
60
Properties=species:S:1:pos:R:3 method="wB97M-V/def2-TZVPD" charge=0 molar_mass_g_mol=401.5 orbital_gap_ev=8.71 e_homo_ev=-8.104 lumo_ev=0.60 max_force_ev_per_a=0.6
C -6.959 -3.122 -0.856
C -5.607 -2.484 -1.135
O -5.364 -1.540 -0.114
C -4.203 -0.836 -0.132
C -3.207 -0.954 -1.085
C -2.058 -0.177 -1.011
C -1.879 0.715 0.030
C -2.875 0.839 0.995
C -4.036 0.091 0.924
O -5.066 0.166 1.807
C -4.986 1.121 2.838
H -4.164 0.901 3.528
H -4.863 2.133 2.441
H -5.932 1.053 3.374
H -2.732 1.553 1.788
C -0.652 1.584 0.112
N 0.551 0.784 -0.032
C 1.769 1.270 0.277
O 1.923 2.417 0.654
C 2.957 0.312 0.148
C 2.649 -1.033 -0.510
C 3.926 -1.877 -0.570
C 4.996 -1.150 -1.381
C 5.310 0.188 -0.715
C 5.823 -0.051 0.704
C 4.754 -0.785 1.511
C 4.441 -2.125 0.847
H 5.341 -2.743 0.812
H 3.689 -2.663 1.429
C 3.485 0.063 1.570
H 2.719 -0.448 2.160
H 3.691 1.023 2.045
H 5.118 -0.958 2.530
H 6.739 -0.645 0.673
H 6.056 0.903 1.179
C 4.041 1.034 -0.665
H 3.674 1.218 -1.678
H 4.242 2.001 -0.202
H 6.073 0.717 -1.296
H 4.644 -0.985 -2.402
H 5.899 -1.763 -1.435
H 3.696 -2.837 -1.047
H 2.270 -0.881 -1.525
H 1.900 -1.582 0.067
H 0.432 -0.164 -0.346
H -0.611 2.089 1.084
C -0.690 2.683 -0.967
H -0.719 2.260 -1.971
C -1.868 3.599 -0.785
O -2.448 3.820 0.243
O -2.218 4.180 -1.942
H -2.961 4.788 -1.804
H 0.219 3.283 -0.865
H -1.312 -0.278 -1.785
H -3.316 -1.645 -1.906
H -4.820 -3.251 -1.138
H -5.617 -1.988 -2.116
H -6.945 -3.607 0.116
H -7.188 -3.858 -1.621
H -7.732 -2.359 -0.848

=====

Record 6
66
Properties=species:S:1:pos:R:3 method="wB97M-V/def2-TZVPD" charge=0 molar_mass_g_mol=563.4 orbital_gap_ev=9.65 e_homo_ev=-9.340 lumo_ev=0.31 max_force_ev_per_a=3.4
C -0.237 -4.885 0.124
C 0.426 -3.913 1.125
C 0.800 -2.600 0.446
Br 2.221 -2.965 -0.839
C 1.208 -1.492 1.410
C 2.581 -1.763 2.082
C 3.840 -1.048 1.577
C 4.226 0.148 2.443
O 5.634 0.329 2.506
O 0.284 -1.501 2.553
C 0.292 -0.242 3.063
O -0.222 0.120 4.108
O 1.000 0.590 2.194
C 0.885 -0.075 0.931
C 1.692 0.541 -0.224
O 2.727 1.395 0.229
O 3.774 1.360 -0.750
C -0.587 -0.004 0.448
P -1.366 1.609 0.667
O -2.183 1.693 1.884
O -0.219 2.697 0.594
O -2.257 1.817 -0.638
H 0.401 -5.745 -0.021
H -1.196 -5.220 0.487
H -0.356 -4.426 -0.849
H 1.322 -4.379 1.507
H -0.261 -3.709 1.933
H -0.067 -2.295 -0.122
H 2.489 -1.617 3.146
H 2.750 -2.823 1.956
H 3.785 -0.813 0.524
H 4.663 -1.743 1.689
H 3.927 -0.061 3.463
H 3.721 1.060 2.154
H 5.928 0.825 1.745
H 2.089 -0.237 -0.862
H 1.034 1.145 -0.840
H 4.526 0.996 -0.269
H -1.237 -0.700 0.962
H -0.628 -0.263 -0.604
H -0.529 3.449 1.110
H -3.122 2.087 -0.299
C -6.594 5.056 2.048
C -7.277 4.525 0.961
C -6.820 3.364 0.356
C -5.684 2.731 0.842
C -4.998 3.260 1.928
C -5.456 4.425 2.529
H -6.951 5.963 2.519
H -8.166 5.016 0.588
H -7.352 2.950 -0.491
H -5.337 1.815 0.375
H -4.116 2.761 2.304
H -4.923 4.841 3.374
C 0.789 -2.114 -4.477
C 1.005 -0.915 -3.813
C 1.878 0.026 -4.337
C 2.530 -0.228 -5.536
C 2.312 -1.425 -6.204
C 1.443 -2.369 -5.674
H 0.111 -2.849 -4.063
H 0.493 -0.716 -2.879
H 2.052 0.957 -3.813
H 3.209 0.506 -5.948
H 2.819 -1.622 -7.139
H 1.277 -3.303 -6.193